No. 1
The following is a quantum chemistry calculation of a single C4H4OS3 molecule in a non-equilibrium geometry, from the Open Molecules 2025 dataset.

Computed properties:
* structure (SMILES): OC(=S)C1=CSCS1
* gap between HOMO and LUMO: 7.49 eV
* M: 164.28 g/mol
* relative energy (zero: lowest compared OMol25 entry of this formula, charge and spin): 4.4 kcal/mol

Geometry as XYZ:
```
12
C4H4OS3 (ωB97M-V/def2-TZVPD)
C -1.133 0.552 -1.295
C -0.205 0.213 -0.207
C 0.299 1.094 0.678
C 1.254 -1.256 1.389
H -1.830 0.012 -2.942
H -0.002 2.145 0.747
H 0.704 -1.604 2.287
H 2.163 -1.838 1.298
O -1.165 -0.325 -2.301
S -2.002 1.937 -1.275
S 1.632 0.498 1.712
S 0.286 -1.430 -0.091
```

Results of the natural (NBO) charge analysis, in e, for atoms 1 through 4: number 1, C, carries 0.223; number 2, C, carries -0.348; number 3, C, carries -0.279; number 4, C, carries -0.696



No. 2
The following is a quantum chemistry calculation of a single CHOP molecule in a non-equilibrium geometry, from the Open Molecules 2025 dataset.

Computed properties:
* structure (SMILES): C1=PO1
* gap between HOMO and LUMO: 8.20 eV
* M: 59.99 g/mol
* relative energy (zero: lowest compared OMol25 entry of this formula, charge and spin): 40.6 kcal/mol

Geometry as XYZ:
```
4
CHOP (ωB97M-V/def2-TZVPD)
C 0.769 -0.166 -0.240
O 1.090 -1.037 -1.198
P 2.409 -0.077 -0.277
H -0.212 0.082 0.105
```

For reference, the natural (NBO) charges in units of e are: number 1, C, carries -0.154; number 2, O, carries -0.644; number 3, P, carries 0.584; number 4, H, carries 0.214



No. 3
The following is a quantum chemistry calculation of a molecular structure, C23H37N3O6Si3Zr in a non-equilibrium geometry, from the Open Molecules 2025 dataset.

Computed properties:
* gap between HOMO and LUMO: 6.99 eV
* M: 627.05 g/mol
* relative energy (zero: lowest compared OMol25 entry of this formula, charge and spin): 65.7 kcal/mol
* charge: +2

Geometry as XYZ:
```
73
C23H37N3O6Si3Zr (ωB97M-V/def2-TZVPD)
Zr 0.317 0.122 -0.073
C -2.491 0.379 -1.794
O -1.220 0.827 -1.269
Si -0.427 2.278 -2.003
C -0.798 2.208 -3.840
C -1.373 3.744 -1.323
C 1.231 1.718 -1.311
Si 1.985 3.001 -0.125
C 3.655 2.606 0.659
C 2.132 4.695 -0.922
C 0.720 2.916 1.325
Si 2.151 0.632 -2.568
C 2.457 1.330 -4.282
C 0.934 -0.898 -2.609
C 3.795 -0.116 -2.024
H -2.438 0.331 -2.880
H -3.275 1.077 -1.504
H -2.722 -0.605 -1.403
H -1.849 2.443 -4.021
H -0.578 1.250 -4.313
H -0.215 2.972 -4.359
H -2.425 3.674 -1.610
H -0.992 4.665 -1.771
H -1.324 3.861 -0.241
H 4.403 2.254 -0.053
H 3.568 1.900 1.483
H 4.044 3.536 1.078
H 2.857 4.660 -1.739
H 2.496 5.425 -0.197
H 1.192 5.070 -1.329
H 1.154 2.420 2.194
H -0.203 2.380 1.050
H 0.415 3.907 1.667
H 1.571 1.671 -4.814
H 2.948 0.582 -4.908
H 3.140 2.181 -4.207
H -0.033 -0.641 -3.042
H 0.758 -1.343 -1.606
H 1.343 -1.709 -3.211
H 4.447 0.613 -1.540
H 4.324 -0.454 -2.918
H 3.681 -0.979 -1.375
O -7.984 -1.141 1.353
C -7.066 -1.995 1.821
O -7.361 -2.936 2.492
C -5.626 -1.721 1.461
C -5.072 -0.447 1.475
C -3.720 -0.276 1.222
C -2.924 -1.383 0.941
C -3.478 -2.665 0.926
C -4.821 -2.826 1.192
N -1.550 -1.177 0.697
C -0.648 -1.993 1.452
C 1.759 -2.064 1.234
C 2.259 -2.992 2.113
C 3.555 -2.784 2.567
C 4.259 -1.684 2.100
C 3.653 -0.818 1.208
N 2.396 -0.989 0.780
H -7.618 -0.461 0.777
H -5.679 0.413 1.734
H -3.264 0.706 1.266
H -2.867 -3.527 0.682
H -5.264 -3.813 1.216
H -0.996 -2.871 1.990
H 1.671 -3.846 2.420
H 4.010 -3.480 3.259
H 5.275 -1.498 2.417
H 4.186 0.030 0.810
O -1.270 -0.670 3.272
N -0.586 -0.806 2.297
O 0.257 0.135 1.879
O 0.495 -2.183 0.637
```

Results of the Mulliken charge analysis, in e, for atoms 1 through 4: number 1, Zr, carries 0.004; number 2, C, carries -1.015; number 3, O, carries -0.767; number 4, Si, carries 0.320



No. 4
The following is a quantum chemistry calculation of a single C19H27N5O2 molecule in a non-equilibrium geometry, from the Open Molecules 2025 dataset.

Computed properties:
* structure (SMILES): CN1CCc2c(C#N)c(N3CCOCC3)nc(NC[C@@H]3CCCO3)c2C1
* gap between HOMO and LUMO: 8.36 eV
* M: 357.46 g/mol
* relative energy (zero: lowest compared OMol25 entry of this formula, charge and spin): 43.5 kcal/mol

Geometry as XYZ:
```
53
C19H27N5O2 (ωB97M-V/def2-TZVPD)
C 2.277 -0.467 4.913
N 1.837 0.246 3.736
C 1.139 -0.633 2.821
C 0.545 0.102 1.652
C 0.440 1.476 1.633
C -0.118 2.130 0.514
C -0.117 3.531 0.524
N -0.074 4.680 0.590
C -0.576 1.337 -0.564
N -0.471 0.010 -0.521
C 0.058 -0.604 0.529
N 0.025 -1.968 0.520
H 0.681 -2.428 1.134
C -0.205 -2.690 -0.707
H -0.611 -3.672 -0.452
H -0.927 -2.127 -1.298
C 1.103 -2.864 -1.501
C 0.916 -3.705 -2.771
H 1.575 -3.346 -3.562
C 1.348 -5.098 -2.316
H 0.525 -5.609 -1.816
C 2.447 -4.755 -1.313
H 3.404 -4.593 -1.830
O 2.043 -3.555 -0.680
H 2.588 -5.514 -0.541
H 1.710 -5.721 -3.130
H -0.111 -3.673 -3.128
H 1.504 -1.866 -1.720
N -1.064 1.853 -1.735
C -1.912 3.026 -1.787
H -1.672 3.720 -0.987
C -3.383 2.596 -1.685
H -4.046 3.455 -1.806
O -3.728 1.686 -2.704
C -2.903 0.541 -2.667
H -3.220 -0.087 -3.501
C -1.427 0.928 -2.793
H -0.792 0.046 -2.727
H -1.264 1.438 -3.748
H -3.051 -0.001 -1.721
H -3.557 2.138 -0.698
H -1.744 3.521 -2.749
C 0.936 2.279 2.798
C 1.033 1.410 4.046
H 1.521 1.970 4.847
H 0.021 1.130 4.391
H 0.283 3.135 2.977
H 1.930 2.666 2.556
H 1.867 -1.370 2.461
H 0.327 -1.189 3.338
H 2.851 0.208 5.545
H 2.922 -1.291 4.609
H 1.440 -0.877 5.503
```

Results of the natural (NBO) charge analysis, in e, for atoms 1 through 4: number 1, C, carries -0.404; number 2, N, carries -0.430; number 3, C, carries -0.247; number 4, C, carries -0.115



- Which of these has the lowest relative energy (zero: lowest compared OMol25 entry of this formula, charge and spin)?
  C4H4OS3